Record 1
The following is a DFT calculation (ωB97M-V/def2-TZVPD) of a cluster of 3 separate species, C16H29NO8S in total.

```
55
Properties=species:S:1:pos:R:3:forces:R:3
O 4.145 -1.171 1.334 -0.05 -0.16 -0.02
S 3.627 -1.806 0.145 0.02 0.55 0.08
O 2.594 -2.939 0.790 0.16 -0.20 0.05
O 2.544 -4.018 -0.174 -0.07 0.11 -0.05
O 2.557 -0.779 -0.498 0.07 -0.56 -0.20
C 1.181 -0.754 -0.072 -0.33 0.27 0.25
C 0.411 0.166 -0.993 0.18 0.12 -0.05
C -1.097 0.061 -0.792 -0.16 0.21 -0.32
C -1.654 -1.342 -1.029 0.22 -0.18 0.09
N -2.150 -2.033 0.160 0.01 0.16 -0.24
C -2.141 -1.622 1.463 0.09 0.07 0.12
C -2.674 -2.619 2.232 -0.10 -0.16 0.26
C -3.026 -3.677 1.365 -0.08 -0.20 0.25
C -2.690 -3.285 0.101 -0.07 -0.21 -0.06
H 1.752 -4.473 0.145 -0.05 0.04 0.02
H 1.117 -0.406 0.962 0.10 0.02 0.03
H 0.767 -1.758 -0.098 0.08 -0.12 -0.07
H 0.730 1.197 -0.833 0.01 0.01 0.04
H 0.665 -0.065 -2.031 -0.01 -0.15 0.02
H -1.383 0.464 0.177 -0.03 -0.11 0.07
H -1.585 0.717 -1.511 0.03 0.08 0.04
H -2.447 -1.320 -1.775 -0.14 0.10 0.09
H -0.861 -1.974 -1.439 0.00 0.03 -0.16
H -1.761 -0.671 1.783 0.03 0.07 -0.13
H -2.805 -2.598 3.301 0.02 0.07 0.02
H -3.469 -4.618 1.643 -0.03 -0.02 -0.03
H -2.814 -3.826 -0.822 0.09 0.17 -0.15
O 6.634 3.964 5.432 0.02 0.04 0.03
C 6.032 2.959 5.168 -0.12 0.02 0.03
O 5.930 2.588 3.878 0.11 -0.03 -0.03
C 5.374 1.329 3.473 -0.07 -0.11 -0.07
C 3.868 1.374 3.351 -0.09 0.17 0.13
C 5.336 2.145 6.236 0.18 -0.15 0.01
H 5.707 0.532 4.138 0.00 0.01 0.02
H 5.820 1.134 2.500 0.01 0.03 -0.01
H 3.390 1.579 4.310 0.03 -0.03 0.02
H 3.503 0.422 2.974 0.01 -0.03 -0.03
H 3.574 2.164 2.659 0.01 -0.02 -0.03
H 4.349 2.575 6.405 -0.02 0.00 -0.01
H 5.913 2.233 7.152 -0.03 0.10 0.01
H 5.223 1.091 5.998 -0.07 0.02 -0.03
O -3.878 1.598 -2.071 0.03 0.01 0.07
C -4.237 1.512 -3.213 0.06 0.08 -0.08
O -3.731 0.510 -3.963 -0.04 -0.09 0.06
C -4.202 0.214 -5.283 0.00 -0.01 -0.15
C -3.518 1.057 -6.338 0.04 0.07 0.08
C -5.169 2.522 -3.839 -0.19 -0.15 0.04
H -5.288 0.299 -5.329 0.00 0.02 0.01
H -3.961 -0.838 -5.427 0.02 -0.01 0.03
H -3.736 2.117 -6.210 -0.04 0.00 -0.02
H -3.848 0.757 -7.332 0.00 -0.02 0.00
H -2.437 0.929 -6.277 0.00 -0.03 -0.02
H -4.574 3.363 -4.192 0.02 0.01 -0.01
H -5.845 2.877 -3.066 0.08 0.05 0.05
H -5.760 2.138 -4.666 0.06 0.02 -0.04
```
Positions in Å, forces in eV/Å.

Its lowest unoccupied orbital energy is 0.4 eV. The electronic energy is -1681.78712 Ha. For the gap between HOMO and LUMO, the calculation gives 8.668 eV.

Record 2
The following is a DFT calculation (ωB97M-V/def2-TZVPD) of a structure of composition C25H31BF4N3S4Tl.

```
69
Properties=species:S:1:pos:R:3:forces:R:3
Tl -0.161 0.011 -0.743 0.03 -0.05 -0.04
C 4.012 1.188 0.928 -0.05 -0.09 0.01
C 4.402 1.175 -0.541 0.06 -0.01 -0.07
S 3.571 -0.031 -1.609 0.04 0.01 0.05
C 4.411 -1.588 -1.210 0.06 0.02 -0.09
C 4.105 -2.253 0.135 0.02 -0.01 0.02
S 2.412 -1.870 0.643 0.07 -0.02 0.08
C 2.316 -2.841 2.173 -0.05 0.02 0.01
C 1.387 -2.168 3.204 0.03 0.01 0.01
S 0.138 -1.022 2.546 -0.12 0.02 -0.03
C 0.703 0.551 3.247 -0.04 0.04 0.09
C 2.099 1.023 2.877 0.03 0.04 -0.03
S 2.273 1.619 1.170 -0.13 0.09 0.04
H 4.644 1.909 1.451 0.02 -0.01 0.00
H 4.173 0.204 1.371 0.01 0.01 -0.01
H 5.481 1.025 -0.629 0.00 -0.01 -0.02
H 4.183 2.141 -1.000 -0.01 0.02 0.00
H 5.487 -1.435 -1.312 -0.01 -0.04 -0.01
H 4.104 -2.248 -2.022 -0.03 0.01 -0.01
H 4.800 -1.902 0.902 -0.03 0.01 0.02
H 4.240 -3.332 0.034 0.04 0.01 0.00
H 3.320 -2.929 2.591 0.01 -0.01 -0.01
H 1.965 -3.848 1.950 -0.02 -0.01 -0.02
H 1.978 -1.604 3.925 0.00 -0.01 0.00
H 0.855 -2.938 3.762 0.02 0.00 0.02
H 0.652 0.454 4.334 -0.01 0.01 -0.02
H -0.055 1.281 2.967 0.04 -0.07 0.00
H 2.827 0.219 3.008 0.00 -0.01 -0.01
H 2.370 1.832 3.558 0.03 -0.01 0.01
C 0.037 -3.633 -1.902 0.00 -0.01 0.01
C -1.294 -3.442 -1.231 0.02 0.00 0.02
C -1.895 -4.485 -0.531 -0.01 0.04 0.01
C -3.124 -4.267 0.059 0.02 -0.01 0.00
C -3.729 -3.027 -0.070 -0.04 -0.04 0.08
C -3.071 -2.037 -0.787 -0.04 0.02 -0.11
N -1.876 -2.251 -1.349 -0.01 0.02 -0.01
C -3.662 -0.674 -0.965 0.04 -0.16 0.08
C -5.019 -0.444 -0.791 -0.12 0.00 -0.01
C -5.500 0.841 -0.964 0.07 0.01 0.00
C -4.615 1.857 -1.266 -0.04 -0.07 -0.03
C -3.263 1.552 -1.387 -0.03 0.11 -0.03
N -2.816 0.305 -1.273 0.12 0.11 0.09
C -2.252 2.628 -1.611 -0.10 -0.03 0.03
C -2.538 3.952 -1.314 -0.01 0.05 0.01
C -1.557 4.906 -1.522 0.03 -0.03 0.00
C -0.326 4.512 -2.006 -0.01 -0.01 -0.01
C -0.104 3.161 -2.252 0.03 0.07 0.02
C 1.239 2.684 -2.728 -0.02 -0.01 -0.08
N -1.053 2.248 -2.058 0.06 -0.02 -0.11
H -0.077 -4.265 -2.785 0.01 -0.01 -0.04
H 0.749 -4.115 -1.232 0.00 -0.01 0.01
H 0.452 -2.677 -2.214 -0.03 0.02 0.00
H -1.395 -5.440 -0.450 0.01 -0.03 0.00
H -3.611 -5.050 0.625 -0.01 -0.02 0.00
H -4.680 -2.841 0.408 0.03 0.05 -0.01
H -5.699 -1.245 -0.537 0.04 -0.02 -0.04
H -6.554 1.050 -0.850 -0.04 0.01 -0.01
H -4.971 2.866 -1.395 0.01 0.04 0.01
H -3.478 4.235 -0.868 -0.02 -0.04 0.00
H -1.750 5.943 -1.285 0.00 0.02 0.01
H 0.468 5.228 -2.171 0.01 0.01 0.00
H 1.532 3.206 -3.640 0.02 0.01 0.01
H 1.224 1.616 -2.936 -0.02 0.01 0.00
H 2.001 2.884 -1.973 0.02 0.00 0.03
F -1.265 3.398 2.223 0.15 0.22 0.06
B -2.117 2.342 1.934 0.03 -0.02 -0.10
F -1.431 1.488 0.986 0.15 -0.16 -0.09
F -3.292 2.783 1.331 -0.23 0.09 -0.04
F -2.379 1.585 3.064 -0.08 -0.14 0.23
```
Positions in Å, forces in eV/Å.

Its lowest unoccupied orbital energy is 0.2 eV. The electronic energy is -3325.36522 Ha. For the gap between HOMO and LUMO, the calculation gives 8.148 eV. Its energy above the lowest of the compared OMol25 structures with the same formula, charge and spin is 3.04 kcal per mole.

Record 3
The following is a DFT calculation (ωB97M-V/def2-TZVPD) of a structure of composition C23H53BBr2F4InN5O15 at a distorted geometry.

```
104
Properties=species:S:1:pos:R:3:forces:R:3
In 2.685 1.236 -0.776 -1.31 -1.77 0.15
N 0.142 -0.742 0.544 -0.61 0.19 -0.99
O -0.333 0.326 0.096 -0.20 -0.44 0.50
O 1.378 -0.741 0.793 1.27 0.28 0.11
O -0.498 -1.763 0.672 0.40 0.37 0.33
N 4.394 0.478 2.893 1.08 0.61 0.53
O 4.924 1.458 3.415 -0.09 -0.66 -0.26
O 3.457 0.673 2.075 -1.12 -0.15 -1.30
O 4.708 -0.684 3.102 -0.20 0.36 0.16
B 3.363 -1.884 -1.610 1.28 -0.58 0.18
F 3.179 -3.229 -1.404 -0.20 -0.07 -0.09
F 2.154 -1.243 -1.944 -0.68 0.86 0.01
F 3.871 -1.278 -0.413 -0.34 0.80 -0.31
F 4.282 -1.648 -2.637 -0.15 0.17 -0.06
C 1.777 4.794 -0.639 -0.28 0.79 -0.35
O 1.165 3.553 -0.895 0.47 -1.55 0.60
C 0.130 3.495 -1.842 -0.03 0.33 -1.46
C -0.322 2.038 -2.092 0.08 2.30 1.35
N 0.717 1.249 -2.716 0.35 0.95 1.45
C 1.137 1.643 -4.075 -0.75 -1.13 -0.23
C 2.471 0.987 -4.275 0.05 -1.73 0.63
O 3.424 1.629 -3.464 0.70 0.90 1.01
C 4.119 2.690 -4.133 -0.38 -0.54 -1.13
H 2.061 5.264 -1.587 0.15 0.03 0.06
H 2.652 4.649 -0.011 0.01 -0.20 -0.04
H 1.098 5.473 -0.114 -0.08 -0.11 0.00
H 0.482 3.897 -2.800 0.28 0.23 0.03
H -0.693 4.172 -1.587 -0.15 -0.37 0.43
H -1.278 2.112 -2.621 0.10 -0.35 -0.22
H -0.459 1.666 -1.077 -0.47 -0.26 -0.62
H 0.408 0.288 -2.614 0.52 -0.33 -0.45
H 1.215 2.716 -4.220 -0.35 0.07 0.24
H 0.360 1.195 -4.706 0.29 0.43 -0.60
H 2.877 0.725 -5.254 -0.29 0.82 -0.33
H 2.315 -0.001 -3.826 0.46 -0.05 -0.04
H 3.451 3.395 -4.640 -0.34 -0.02 0.27
H 4.655 2.192 -4.944 0.53 0.31 0.11
H 4.770 3.277 -3.493 0.04 -0.46 0.36
C -0.305 -5.299 1.555 -0.38 0.36 0.53
O 0.288 -4.956 0.335 0.16 0.41 -0.86
C 0.628 -6.052 -0.501 -2.18 -0.52 0.65
C 1.863 -6.765 -0.115 1.83 0.36 0.16
N 2.978 -5.801 -0.068 -1.54 -1.04 0.87
C 4.248 -6.503 0.099 -0.86 1.60 -0.20
C 5.279 -5.632 0.749 2.31 0.67 -0.13
O 4.999 -5.225 2.059 -0.97 -0.24 -0.01
C 5.829 -4.203 2.592 -0.17 -1.04 0.10
H -1.193 -5.947 1.539 0.33 -0.58 -0.76
H -0.774 -4.399 1.958 0.67 0.31 0.11
H 0.432 -5.715 2.244 -0.06 0.05 0.21
H 0.669 -5.795 -1.563 -0.04 0.70 0.21
H -0.249 -6.701 -0.363 0.27 -0.57 -0.59
H 2.175 -7.477 -0.896 -0.70 -0.48 0.10
H 1.768 -7.288 0.841 0.05 0.00 -0.03
H 2.760 -5.136 -0.805 1.34 0.27 0.14
H 4.599 -6.766 -0.905 0.42 -0.61 0.21
H 4.034 -7.348 0.751 0.15 -0.27 -0.27
H 5.562 -4.790 0.101 -0.69 0.29 0.00
H 6.253 -6.151 0.799 -0.16 -0.52 -0.17
H 6.853 -4.312 2.223 0.01 0.31 -0.23
H 5.872 -4.444 3.654 -0.05 0.45 0.12
H 5.390 -3.223 2.413 0.24 0.13 -0.07
C -3.225 -1.727 2.432 -1.01 -1.80 -0.08
O -3.347 -1.313 1.081 0.01 0.31 0.23
C -4.424 -0.426 0.864 0.88 0.32 1.14
C -4.329 0.105 -0.528 -0.39 0.60 -0.47
N -4.891 1.472 -0.578 -0.06 -0.85 0.38
C -5.018 1.959 -1.940 0.22 0.19 0.15
C -6.097 2.999 -2.032 0.25 1.73 0.28
O -5.633 4.264 -1.515 0.27 -0.39 0.43
C -5.943 5.436 -2.240 -0.20 0.08 0.90
H -3.692 -2.722 2.435 0.12 -0.10 0.44
H -3.785 -1.166 3.183 0.10 0.61 -0.33
H -2.207 -1.883 2.785 0.24 0.45 -0.51
H -4.279 0.361 1.616 -0.43 0.32 -0.23
H -5.434 -0.845 0.990 0.22 -0.38 0.34
H -4.952 -0.569 -1.133 0.44 0.02 -0.51
H -3.296 0.122 -0.875 -0.01 -0.14 0.03
H -5.818 1.363 -0.173 -0.05 0.38 -0.06
H -5.249 1.151 -2.647 0.14 0.01 -0.09
H -4.068 2.448 -2.181 -0.02 -0.24 -0.43
H -6.903 2.698 -1.357 -0.50 -0.08 -0.56
H -6.393 3.232 -3.056 -0.39 -0.72 -0.07
H -5.793 6.250 -1.529 0.44 0.08 -0.16
H -7.005 5.552 -2.475 -0.01 -0.48 -0.46
H -5.283 5.549 -3.100 -0.19 0.10 -0.24
Br 0.230 0.991 6.691 0.23 -0.32 -0.40
C 0.244 0.625 4.776 -0.52 -0.26 -0.89
C -0.741 1.589 4.040 1.11 -1.34 1.40
Br -2.551 1.363 4.829 0.64 0.52 -0.55
H 0.043 -0.418 4.529 -0.48 -0.05 0.67
H 1.274 0.722 4.432 -0.05 0.68 0.02
H -0.864 1.319 2.997 0.24 0.10 -0.06
H -0.248 2.540 4.219 -1.06 0.62 -0.28
C -3.586 3.570 1.807 0.73 -0.44 -1.39
C -2.150 3.396 1.258 -0.45 -1.68 2.09
O -1.351 4.187 2.126 -0.17 0.99 -0.04
C -2.158 4.906 2.984 0.45 -0.46 -0.88
O -1.754 5.769 3.688 -0.13 -0.08 0.25
O -3.428 4.483 2.870 -0.43 0.86 0.13
H -4.003 2.645 2.191 0.01 0.04 0.03
H -4.135 3.883 0.917 -0.85 0.65 0.77
H -2.043 3.624 0.208 0.22 0.19 -0.09
H -1.909 2.367 1.533 0.47 -0.12 -1.01
```
Positions in Å, forces in eV/Å.

Its lowest unoccupied orbital energy is -5.8 eV. The electronic energy is -8072.57915 Ha. For the gap between HOMO and LUMO, the calculation gives 2.095 eV.

Record 4
The following is a DFT calculation (ωB97M-V/def2-TZVPD) of a cluster of 2 separate species, C10H20BrN4O7P2S in total at a distorted geometry.

```
45
Properties=species:S:1:pos:R:3:forces:R:3
N -2.820 1.528 0.883 0.63 0.02 0.02
P -1.446 0.792 0.950 -2.04 0.79 -0.39
O -0.813 0.785 2.403 0.40 -0.58 -0.22
O -1.610 -0.728 0.511 0.67 -0.02 0.24
C -0.258 1.503 -0.290 0.88 -0.24 0.78
C -0.961 2.617 -1.052 0.44 0.06 -0.94
C -1.722 2.191 -2.317 -0.72 -0.23 0.29
N -2.194 0.796 -2.295 0.30 0.03 0.09
C 0.866 2.046 0.632 -0.16 0.40 0.23
O 1.031 3.192 1.006 -0.22 -0.82 -0.17
N 1.629 0.954 0.967 0.45 0.34 -0.50
C 1.609 -0.095 -0.041 0.04 0.14 0.18
Br 3.557 -0.222 -0.599 -0.02 0.00 -0.20
C 1.333 -1.509 0.462 0.29 -0.05 -0.60
C 1.279 -2.508 -0.717 0.15 -0.16 0.20
C 0.242 -3.590 -0.542 -0.03 -1.11 0.21
N -1.039 -3.287 -1.005 0.57 0.21 0.59
O 0.507 -4.686 -0.070 -0.24 0.96 -0.43
C 0.639 0.504 -1.102 -0.03 0.78 0.05
P 1.616 1.398 -2.413 0.22 -0.85 -1.13
S 2.248 0.231 -3.850 -0.11 0.14 0.18
H -3.106 1.903 1.775 -0.33 0.07 0.02
H -0.932 1.646 2.810 0.10 0.18 0.39
H -2.066 -1.197 1.224 -0.05 -0.36 0.06
H -0.184 3.319 -1.341 0.07 0.27 -0.04
H -1.637 3.163 -0.418 -0.06 -0.09 0.44
H -2.580 2.855 -2.409 -0.06 0.33 0.00
H -1.139 2.337 -3.221 0.23 -0.05 -0.12
H -3.038 0.745 -2.843 -0.06 -0.18 -0.27
H -2.495 0.546 -1.362 -0.22 0.12 0.08
H 2.538 1.168 1.345 -0.01 -0.10 0.47
H 0.482 -1.562 1.126 -0.27 0.08 0.08
H 2.185 -1.789 1.063 0.00 -0.04 0.47
H 1.155 -2.010 -1.674 -0.19 0.13 -0.18
H 2.229 -3.020 -0.771 0.23 -0.11 -0.06
H -1.196 -2.291 -1.027 -0.22 0.08 -0.15
H -1.726 -3.759 -0.437 -0.21 -0.22 -0.20
H 0.036 -0.171 -1.693 0.00 -0.47 0.06
H 0.791 2.369 -2.978 -0.03 0.17 0.39
H 2.615 2.133 -1.760 -0.23 0.16 0.23
C 0.745 -1.996 4.460 -0.43 -0.35 -0.03
O 0.411 -2.490 3.344 0.01 0.20 0.18
O 1.331 -0.703 4.317 -0.07 -0.35 -0.29
O 0.627 -2.428 5.603 0.13 0.17 -0.10
H 1.261 -0.680 3.352 0.19 0.55 0.10
```
Positions in Å, forces in eV/Å.

Its charge is -1. Its lowest unoccupied orbital energy is 2.2 eV. The electronic energy is -4793.84801 Ha. For the gap between HOMO and LUMO, the calculation gives 6.997 eV. Its energy above the lowest of the compared OMol25 structures with the same formula, charge and spin is 10.88 kcal per mole.